Below is 2 unconnected molecules or ions with the total composition C3H11NO2 at a distorted geometry, with properties calculated with ωB97M-V with the def2-TZVPD basis set.

The largest force on an atom is 4.3 eV Å⁻¹. Its structure (SMILES) is CCO.NCO. For the calculated total energy, the calculation gives -8871.8917 eV. The calculation puts the relative energy (zero: lowest compared OMol25 entry of this formula, charge and spin) at 2.598 eV. As for the HOMO energy: -9.67 eV. As for the molar mass: 93.1 g mol⁻¹. As for the total charge: 0.

Each line ends with the Mulliken charge.
Cartesian coordinates (Å):
C1 2.43 -0.66 0.24  -0.130
O1 2.07 -2.12 -0.09  -0.510
C2 1.68 0.44 -0.45  -0.433
H1 2.62 -0.57 1.46  0.192
H2 3.56 -0.59 0.02  0.242
H3 1.18 -2.18 -0.50  0.278
H4 1.83 0.37 -1.62  0.265
H5 0.60 0.41 -0.30  -0.210
H6 1.96 1.46 -0.13  0.338
N1 -2.45 0.58 -0.93  -0.448
C3 -2.08 0.86 0.58  -0.352
O2 -1.88 -0.23 1.55  -0.531
H7 -1.72 -0.01 -1.36  0.179
H8 -3.40 0.50 -1.36  0.188
H9 -1.26 1.56 0.51  0.279
H10 -2.90 1.27 1.15  0.354
H11 -2.24 -1.07 1.23  0.299

=====

Below is a molecular structure, C3H11NO2 at a distorted geometry, with properties calculated with ωB97M-V with the def2-TZVPD basis set.

The largest force on an atom is 5.0 eV Å⁻¹. For the calculated total energy, the calculation gives -8870.0672 eV. The calculation puts the relative energy (zero: lowest compared OMol25 entry of this formula, charge and spin) at 4.422 eV. As for the HOMO energy: -9.92 eV. As for the molar mass: 93.1 g mol⁻¹. As for the total charge: 0.

Each line ends with the Mulliken charge.
Cartesian coordinates (Å):
C1 -0.65 1.07 0.39  -0.724
O1 0.77 1.31 0.58  -0.491
C2 -0.91 -0.39 -0.09  0.381
C3 -2.33 -0.40 -0.64  -1.401
N1 -0.04 -0.37 -1.80  -0.611
H1 -1.03 1.30 1.39  0.336
H2 -0.99 1.62 -0.49  0.399
H3 1.05 1.01 -0.29  0.257
H4 -0.77 -1.07 0.76  0.324
H5 -2.58 -1.45 -0.78  0.386
H6 -2.38 0.11 -1.58  0.399
H7 -3.03 0.07 0.06  0.362
H8 0.96 -0.12 -1.72  0.229
H9 -0.24 -1.06 -0.95  0.150
H10 2.27 -1.75 1.09  0.301
H11 2.11 -0.31 1.59  0.338
O2 2.77 -0.98 1.37  -0.636

=====

Below is 2 unconnected molecules or ions with the total composition C3H11NO2 at a distorted geometry, with properties calculated with ωB97M-V with the def2-TZVPD basis set.

The largest force on an atom is 1.8 eV Å⁻¹. Its structure (SMILES) is NCCCO.O. For the calculated total energy, the calculation gives -8873.8291 eV. The calculation puts the relative energy (zero: lowest compared OMol25 entry of this formula, charge and spin) at 0.660 eV. As for the HOMO energy: -9.44 eV. As for the molar mass: 93.1 g mol⁻¹. As for the total charge: 0.

Each line ends with the Mulliken charge.
Cartesian coordinates (Å):
C1 0.96 1.08 0.68  -0.497
C2 -0.08 -0.03 0.64  -0.333
C3 -1.28 0.44 -0.20  -0.551
O1 -2.03 -0.73 -0.60  -0.487
N1 2.19 0.66 1.39  -0.589
H1 0.57 2.03 1.05  0.305
H2 1.27 1.31 -0.35  0.243
H3 -0.35 -0.23 1.68  0.261
H4 0.26 -0.92 0.12  0.219
H5 -0.92 0.94 -1.09  0.260
H6 -1.94 1.02 0.43  0.430
H7 -2.97 -0.56 -0.46  0.301
H8 1.95 0.09 2.19  0.229
H9 2.65 1.49 1.75  0.222
H10 -0.44 -2.90 -2.40  0.316
H11 0.32 -1.63 -2.06  0.298
O2 -0.16 -2.05 -2.77  -0.627

=====

Below is 2 unconnected molecules or ions with the total composition C3H11NO2S at a distorted geometry, with properties calculated with ωB97M-V with the def2-TZVPD basis set.

The largest force on an atom is 4.0 eV Å⁻¹. Its structure (SMILES) is OCNCCS.O. For the calculated total energy, the calculation gives -19708.2290 eV. The calculation puts the relative energy (zero: lowest compared OMol25 entry of this formula, charge and spin) at 1.297 eV. As for the HOMO energy: -8.94 eV. As for the molar mass: 125.2 g mol⁻¹. As for the total charge: 0.

Each line ends with the Mulliken charge.
Cartesian coordinates (Å):
C1 0.49 0.01 0.43  -0.538
C2 1.95 0.37 0.09  -0.371
S1 1.98 2.04 -0.82  -0.255
N1 0.40 -1.49 0.60  -0.338
C3 -0.86 -2.03 1.05  -0.414
O1 -1.85 -1.61 0.07  -0.461
H1 -0.22 0.23 -0.47  0.328
H2 0.16 0.48 1.43  0.213
H3 2.42 0.52 1.11  0.296
H4 2.51 -0.35 -0.56  0.332
H5 0.66 2.44 -0.72  0.132
H6 0.79 -1.96 -0.16  0.231
H7 -1.14 -1.63 2.09  0.246
H8 -0.66 -3.14 1.00  0.334
H9 -1.83 -2.24 -0.68  0.279
H10 -3.12 0.34 0.48  0.319
H11 -3.77 0.21 -0.92  0.290
O2 -3.11 0.70 -0.45  -0.623

=====

Below is 2 unconnected molecules or ions with the total composition C3H11NO2S at a distorted geometry, with properties calculated with ωB97M-V with the def2-TZVPD basis set.

The largest force on an atom is 1.2 eV Å⁻¹. Its structure (SMILES) is N[C@@H](CO)CS.O. For the calculated total energy, the calculation gives -19709.1866 eV. The calculation puts the relative energy (zero: lowest compared OMol25 entry of this formula, charge and spin) at 0.339 eV. As for the HOMO energy: -9.31 eV. As for the molar mass: 125.2 g mol⁻¹. As for the total charge: 0.

Each line ends with the Mulliken charge.
Cartesian coordinates (Å):
C1 1.03 -0.93 -0.58  -0.919
O1 2.24 -0.34 -1.08  -0.530
C2 -0.22 -0.19 -1.03  0.697
C3 -1.45 -0.96 -0.60  -0.855
S1 -2.99 -0.63 -1.50  -0.228
N1 -0.25 1.18 -0.42  -0.734
H1 1.10 -0.92 0.50  0.352
H2 1.09 -1.96 -0.90  0.389
H3 2.46 0.43 -0.53  0.302
H4 -0.25 -0.13 -2.12  0.264
H5 -1.31 -1.98 -0.96  0.276
H6 -1.54 -1.02 0.49  0.375
H7 -3.37 0.47 -0.83  0.115
H8 0.69 1.57 -0.52  0.227
H9 -0.74 1.73 -1.11  0.271
H10 0.69 1.57 4.25  0.322
H11 1.43 1.12 2.99  0.320
O2 1.40 1.00 3.94  -0.644

=====

Below is 3 unconnected molecules or ions with the total composition C3H11NO3 at a distorted geometry, with properties calculated with ωB97M-V with the def2-TZVPD basis set.

The largest force on an atom is 4.0 eV Å⁻¹. Its structure (SMILES) is CN(C)C=O.O.O. For the calculated total energy, the calculation gives -10921.0155 eV. The calculation puts the relative energy (zero: lowest compared OMol25 entry of this formula, charge and spin) at 1.990 eV. As for the HOMO energy: -9.37 eV. As for the molar mass: 109.1 g mol⁻¹. As for the total charge: 0.

Each line ends with the Mulliken charge.
Cartesian coordinates (Å):
C1 -1.45 0.99 1.30  0.079
N1 -0.62 -0.02 0.94  0.297
C2 0.78 0.19 1.22  -0.882
C3 -1.06 -1.36 0.66  -0.852
O1 -1.03 2.05 1.81  -0.622
H1 -2.49 0.83 1.20  0.354
H2 1.17 0.35 0.12  0.203
H3 1.42 -0.57 1.62  0.357
H4 0.91 1.14 1.97  0.251
H5 -0.75 -1.88 1.63  0.345
H6 -0.58 -1.90 -0.18  0.229
H7 -2.15 -1.37 0.55  0.261
H8 1.99 -1.11 -3.15  0.314
H9 0.93 -0.96 -2.01  0.338
O2 1.71 -1.45 -2.27  -0.651
H10 0.29 1.74 -1.02  0.291
H11 0.77 1.89 -2.47  0.306
O3 0.16 1.45 -1.91  -0.617

=====

Below is 3 unconnected molecules or ions with the total composition C3H11NO3 at a distorted geometry, with properties calculated with ωB97M-V with the def2-TZVPD basis set.

The largest force on an atom is 4.8 eV Å⁻¹. For the calculated total energy, the calculation gives -10907.0252 eV. The calculation puts the relative energy (zero: lowest compared OMol25 entry of this formula, charge and spin) at 6.154 eV. As for the HOMO energy (alpha / beta): -15.30 / -14.90 eV. As for the molar mass: 109.1 g mol⁻¹. Its multiplicity is 2. As for the total charge: +1.

Each line ends with the Löwdin spin population.
Cartesian coordinates (Å):
O1 -1.86 -1.53 -0.77  0.777
C1 -0.98 -1.12 0.13  0.098
C2 0.02 -0.24 -0.73  -0.058
C3 -0.60 1.05 -1.13  -0.044
N1 0.51 -1.11 -1.87  -0.782
H1 -1.35 -0.40 0.90  0.016
H2 0.89 -0.03 -0.11  -0.015
H3 -1.73 0.89 -1.42  0.001
H4 -0.55 1.79 -0.33  -0.001
H5 -0.14 1.39 -1.94  0.000
H6 1.16 -0.70 -2.61  -0.020
H7 -0.36 -1.63 -2.17  -0.019
H8 1.23 2.41 1.98  0.011
H9 1.35 -0.51 3.36  0.000
O2 1.20 -0.60 2.42  0.192
H10 0.97 0.47 2.10  0.003
H11 -0.42 -1.90 0.67  0.054
O3 0.66 1.78 1.52  0.784

=====

Below is a molecular structure, C3H11NO4 at a distorted geometry, with properties calculated with ωB97M-V with the def2-TZVPD basis set.

The largest force on an atom is 2.5 eV Å⁻¹. For the calculated total energy, the calculation gives -12968.2110 eV. The calculation puts the relative energy (zero: lowest compared OMol25 entry of this formula, charge and spin) at 0.127 eV. As for the HOMO energy (alpha / beta): 0.48 / -6.41 eV. As for the molar mass: 125.1 g mol⁻¹. Its multiplicity is 2. As for the total charge: -1.

Each line ends with the Löwdin spin population.
Cartesian coordinates (Å):
H1 -1.71 0.67 -0.27  0.009
O1 -1.99 1.15 -1.29  0.053
N1 -0.83 0.12 0.59  0.056
H2 -2.00 2.11 -1.45  0.013
H3 -0.71 0.45 1.56  0.162
C1 0.53 0.10 0.01  0.127
H4 1.33 -0.30 0.63  0.036
C2 0.63 -0.62 -1.35  0.024
O2 1.64 -1.19 -1.70  0.013
O3 -0.39 -0.39 -2.13  0.013
H5 -1.17 0.40 -2.00  0.004
H6 0.75 1.15 -0.22  0.047
C3 -1.36 -1.29 0.70  0.113
H7 -0.55 -1.98 0.94  0.023
H8 -2.20 -1.25 1.37  0.031
H9 -1.70 -1.58 -0.29  0.002
O4 3.54 0.73 1.34  0.148
H10 3.11 1.57 1.62  0.063
H11 3.10 0.13 1.95  0.064

=====

Below is 2 unconnected molecules or ions with the total composition C3H11NOP at a distorted geometry, with properties calculated with ωB97M-V with the def2-TZVPD basis set.

The largest force on an atom is 3.6 eV Å⁻¹. For the calculated total energy, the calculation gives -16107.2788 eV. The calculation puts the relative energy (zero: lowest compared OMol25 entry of this formula, charge and spin) at 3.172 eV. As for the HOMO energy: -14.11 eV. As for the molar mass: 108.1 g mol⁻¹. As for the total charge: +1.

Each line ends with the Mulliken charge.
Cartesian coordinates (Å):
C1 -0.87 -1.31 0.92  -1.302
C2 1.19 -0.52 -1.95  -0.865
C3 0.04 -0.55 0.15  0.539
N1 0.14 -0.94 -1.07  -0.112
O1 -1.17 2.71 0.86  -0.612
P1 0.67 1.00 0.77  0.003
H1 -1.73 -0.73 0.95  0.362
H2 -0.44 -1.42 1.87  0.421
H3 -1.10 -2.35 0.53  0.388
H4 0.90 0.33 -2.46  0.397
H5 1.97 -0.20 -1.28  0.307
H6 1.66 -1.33 -2.65  0.307
H7 -0.52 -1.60 -1.41  0.242
H8 -1.99 2.35 0.46  0.309
H9 -1.37 3.59 1.30  0.315
H10 2.10 0.44 0.91  0.194
H11 0.51 0.53 2.10  0.105

=====

Below is a gas-phase ion, C3H11NOP (charge +1) at a distorted geometry, with properties calculated with ωB97M-V with the def2-TZVPD basis set.

The largest force on an atom is 3.7 eV Å⁻¹. Its structure (SMILES) is C[NH2+][C@](C)(O)P. For the calculated total energy, the calculation gives -16107.2080 eV. The calculation puts the relative energy (zero: lowest compared OMol25 entry of this formula, charge and spin) at 3.243 eV. As for the HOMO energy: -14.40 eV. As for the molar mass: 108.1 g mol⁻¹. As for the total charge: +1.

Each line ends with the Mulliken charge.
Cartesian coordinates (Å):
C1 -0.04 1.51 -0.13  -1.518
C2 1.79 -0.85 0.11  -0.784
C3 -0.65 0.16 0.25  0.381
N1 0.30 -0.94 -0.39  -0.355
O1 -0.41 0.08 1.59  -0.527
P1 -2.37 -0.23 -0.27  -0.009
H1 -0.39 2.29 0.41  0.434
H2 -0.23 1.63 -1.16  0.452
H3 0.99 1.39 -0.09  0.453
H4 2.15 0.08 -0.28  0.388
H5 1.75 -1.08 1.25  0.326
H6 2.37 -1.76 -0.29  0.334
H7 -0.03 -1.95 -0.21  0.423
H8 0.32 -0.75 -1.48  0.439
H9 -0.85 -0.70 2.04  0.378
H10 -1.92 0.15 -1.64  0.083
H11 -2.77 0.96 0.28  0.100

=====

Below is 2 unconnected molecules or ions with the total composition C3H11NOS at a distorted geometry, with properties calculated with ωB97M-V with the def2-TZVPD basis set.

The largest force on an atom is 2.7 eV Å⁻¹. Its structure (SMILES) is CNCCS.O. For the calculated total energy, the calculation gives -17661.2598 eV. The calculation puts the relative energy (zero: lowest compared OMol25 entry of this formula, charge and spin) at 1.162 eV. As for the HOMO energy: -8.85 eV. As for the molar mass: 109.2 g mol⁻¹. As for the total charge: 0.

Each line ends with the Mulliken charge.
Cartesian coordinates (Å):
S1 -0.18 1.07 4.32  -0.264
N1 -0.29 -0.25 1.40  -0.344
C1 0.00 0.00 0.00  -0.742
C2 -1.62 0.30 3.46  -0.569
C3 -1.47 0.49 1.89  -0.588
H1 0.86 0.43 3.73  0.136
H2 -0.74 -1.18 1.38  0.213
H3 -0.90 -0.17 -0.62  0.339
H4 0.86 -0.50 -0.48  0.108
H5 0.20 1.08 0.04  0.287
H6 -2.52 0.86 3.78  0.329
H7 -1.70 -0.73 3.86  0.313
H8 -1.23 1.54 1.65  0.333
H9 -2.37 0.21 1.31  0.409
O1 0.46 -0.84 -3.06  -0.608
H10 0.90 -1.18 -3.88  0.313
H11 1.14 -0.96 -2.36  0.337

=====

Below is 2 unconnected molecules or ions with the total composition C3H11NOS at a distorted geometry, with properties calculated with ωB97M-V with the def2-TZVPD basis set.

The largest force on an atom is 1.6 eV Å⁻¹. For the calculated total energy, the calculation gives -17652.6018 eV. The calculation puts the relative energy (zero: lowest compared OMol25 entry of this formula, charge and spin) at 1.002 eV. As for the HOMO energy (alpha / beta): -14.06 / -13.17 eV. As for the molar mass: 109.2 g mol⁻¹. Its multiplicity is 2. As for the total charge: +1.

Each line ends with the Löwdin spin population.
Cartesian coordinates (Å):
C1 2.08 0.17 2.21  0.043
C2 1.13 -1.03 2.14  0.063
S1 -0.05 -0.71 0.82  0.640
H1 2.63 0.31 1.28  0.000
H2 1.56 1.13 2.27  0.001
H3 2.77 0.14 3.04  0.006
H4 0.63 -1.32 3.04  0.009
H5 1.73 -1.89 1.82  0.003
H6 -0.90 -0.03 1.61  0.018
N1 -1.51 1.25 -1.87  0.171
C3 -1.22 0.09 -2.67  0.015
O1 -1.97 -0.99 -2.15  0.013
H7 -2.46 1.59 -1.95  0.004
H8 -0.82 1.98 -1.99  0.000
H9 -0.16 -0.12 -2.65  0.003
H10 -1.50 0.22 -3.73  0.010
H11 -1.92 -0.78 -1.21  0.001